A cluster of 14 separate species, C84H210N14O28 in total, computed with the ωB97M-V functional and the def2-TZVPD basis.

Relative energy (zero: lowest compared OMol25 entry of this formula, charge and spin)   6.869 eV
Total charge   0
Molar mass   1864.674 g mol⁻¹
Multiplicity   1

Each atom is followed by the atoms it is bonded to, with distances in Å.
Element x y z (Å)
1 C 0.92 2.79 6.93  O2 1.466, H10 1.100, H11 1.118, H12 1.087
2 O 1.16 2.94 5.49  C1 1.466, C3 1.380
3 C 0.87 4.25 5.15  O2 1.380, C4 1.499, H13 1.118, H14 1.078
4 C 1.80 5.25 5.77  C3 1.499, N5 1.438, H15 1.147, H16 1.102
5 N 3.19 5.03 5.51  C4 1.438, C6 1.441, H17 0.995
6 C 4.07 5.92 6.22  N5 1.441, C7 1.570, H18 1.092, H19 1.058
7 C 5.36 5.10 6.61  C6 1.570, O8 1.385, H20 1.125, H21 1.109
8 O 4.94 4.22 7.60  C7 1.385, C9 1.457
9 C 6.08 3.40 7.99  O8 1.457, H22 1.056, H23 1.066, H24 1.095
10 H 1.28 1.76 7.12  C1 1.100
11 H -0.16 2.92 7.16  C1 1.118
12 H 1.51 3.55 7.44  C1 1.087
13 H -0.15 4.47 5.55  C3 1.118
14 H 0.81 4.38 4.08  C3 1.078
15 H 1.61 5.39 6.89  C4 1.147
16 H 1.59 6.27 5.41  C4 1.102
17 H 3.43 4.09 5.72  N5 0.995
18 H 3.63 6.18 7.19  C6 1.092
19 H 4.33 6.78 5.66  C6 1.058
20 H 6.20 5.78 6.92  C7 1.125
21 H 5.75 4.54 5.73  C7 1.109
22 H 5.72 2.80 8.79  C9 1.056
23 H 6.90 3.96 8.37  C9 1.066
24 H 6.34 2.83 7.10  C9 1.095
25 C 8.57 -3.17 0.23  O26 1.400, H34 1.125, H35 1.106, H36 1.109
26 O 8.98 -1.86 0.52  C25 1.400, C27 1.399
27 C 8.10 -0.92 -0.05  O26 1.399, C28 1.517, H37 1.132, H38 1.077
28 C 6.76 -0.81 0.65  C27 1.517, N29 1.552, H39 1.083, H40 1.098
29 N 5.76 -0.07 -0.28  C28 1.552, C30 1.473, H41 0.989
30 C 4.37 -0.15 0.19  N29 1.473, C31 1.504, H42 1.076, H43 1.139
31 C 3.48 0.71 -0.67  C30 1.504, O32 1.420, H44 1.114, H45 1.105
32 O 3.47 0.37 -2.04  C31 1.420, C33 1.390
33 C 3.18 1.42 -2.90  O32 1.390, H46 1.104, H47 1.113, H48 1.099
34 H 8.51 -3.31 -0.88  C25 1.125
35 H 7.56 -3.32 0.65  C25 1.106
36 H 9.37 -3.79 0.69  C25 1.109
37 H 7.87 -1.23 -1.11  C27 1.132
38 H 8.67 -0.02 -0.17  C27 1.077
39 H 6.75 -0.24 1.57  C28 1.083
40 H 6.44 -1.82 0.96  C28 1.098
41 H 5.92 -0.37 -1.21  N29 0.989
42 H 4.42 0.28 1.18  C30 1.076
43 H 3.87 -1.17 0.29  C30 1.139
44 H 3.90 1.73 -0.56  C31 1.114
45 H 2.45 0.56 -0.31  C31 1.105
46 H 2.97 1.06 -3.92  C33 1.104
47 H 4.02 2.15 -2.96  C33 1.113
48 H 2.31 2.01 -2.57  C33 1.099
49 C 4.68 -5.84 8.72  O50 1.468, H58 1.083, H59 1.052, H60 1.067
50 O 5.58 -4.69 8.78  C49 1.468, C51 1.440
51 C 4.87 -3.56 8.25  O50 1.440, C52 1.488, H61 1.081, H62 1.116
52 C 5.72 -2.38 7.95  C51 1.488, N53 1.424, H63 1.122, H64 1.140
53 N 4.98 -1.51 7.10  C52 1.424, C54 1.413, H65 1.033
54 C 5.66 -0.31 6.80  N53 1.413, C55 1.524, H66 1.096, H67 1.061
55 C 5.14 0.27 5.49  C54 1.524, O56 1.399, H68 1.114, H69 1.066
56 O 5.98 1.36 5.23  C55 1.399, C57 1.399
57 C 5.53 2.27 4.26  O56 1.399, H70 1.086, H71 1.109, H72 1.096
58 H 5.31 -6.68 8.43  C49 1.083
59 H 3.96 -5.74 7.95  C49 1.052
60 H 4.27 -6.00 9.69  C49 1.067
61 H 4.11 -3.38 8.99  C51 1.081
62 H 4.34 -3.86 7.31  C51 1.116
63 H 6.60 -2.83 7.41  C52 1.122
64 H 6.16 -1.91 8.90  C52 1.140
65 H 4.09 -1.31 7.59  N53 1.033
66 H 6.74 -0.50 6.66  C54 1.096
67 H 5.66 0.34 7.63  C54 1.061
68 H 4.12 0.72 5.54  C55 1.114
69 H 5.14 -0.44 4.70  C55 1.066
70 H 5.65 2.03 3.21  C57 1.086
71 H 6.13 3.17 4.47  C57 1.109
72 H 4.49 2.60 4.37  C57 1.096
73 C -1.17 2.55 -9.75  O74 1.384, H82 1.091, H83 1.119, H84 1.134
74 O -1.93 2.89 -8.64  C73 1.384, C75 1.403
75 C -1.21 3.56 -7.64  O74 1.403, C76 1.501, H85 1.072, H86 1.115
76 C -1.87 3.41 -6.30  C75 1.501, N77 1.477, H87 1.086, H88 1.107
77 N -1.92 2.06 -5.71  C76 1.477, C78 1.515, H89 1.036
78 C -3.20 1.36 -6.12  N77 1.515, C79 1.508, H90 1.095, H91 1.096
79 C -3.22 -0.01 -5.49  C78 1.508, O80 1.457, H92 1.082, H93 1.115
80 O -4.13 -0.89 -6.21  C79 1.457, C81 1.399
81 C -3.52 -1.52 -7.31  O80 1.399, H94 1.100, H95 1.093, H96 1.039
82 H -0.63 3.41 -10.14  C73 1.091
83 H -1.92 2.19 -10.50  C73 1.119
84 H -0.42 1.78 -9.41  C73 1.134
85 H -1.03 4.57 -7.93  C75 1.072
86 H -0.26 2.98 -7.67  C75 1.115
87 H -2.84 3.90 -6.40  C76 1.086
88 H -1.34 4.09 -5.60  C76 1.107
89 H -1.91 2.14 -4.68  N77 1.036
90 H -3.25 1.30 -7.22  C78 1.095
91 H -4.02 2.00 -5.78  C78 1.096
92 H -3.67 0.05 -4.50  C79 1.082
93 H -2.21 -0.45 -5.41  C79 1.115
94 H -2.74 -2.19 -6.91  C81 1.100
95 H -2.94 -0.82 -7.91  C81 1.093
96 H -4.19 -2.07 -7.87  C81 1.039
97 C -4.69 -0.99 6.49  O98 1.451, H106 1.114, H107 1.098, H108 1.081
98 O -3.37 -0.84 7.07  C97 1.451, C99 1.438
99 C -2.60 0.15 6.35  O98 1.438, C100 1.512, H109 1.092, H110 1.129
100 C -1.16 -0.08 6.76  C99 1.512, N101 1.460, H111 1.175, H112 1.135
101 N -0.82 -1.44 6.36  C100 1.460, C102 1.466, H113 1.015
102 C 0.61 -1.74 6.47  N101 1.466, C103 1.538, H114 1.084, H115 1.124
103 C 1.24 -1.81 7.87  C102 1.538, O104 1.398, H116 1.131, H117 1.053
104 O 1.77 -0.58 8.29  C103 1.398, C105 1.440
105 C 2.14 -0.50 9.68  O104 1.440, H118 1.050, H119 1.098, H120 1.111
106 H -4.55 -1.17 5.40  C97 1.114
107 H -5.27 -0.06 6.47  C97 1.098
108 H -5.17 -1.80 7.03  C97 1.081
109 H -2.90 1.10 6.78  C99 1.092
110 H -2.63 -0.01 5.23  C99 1.129
111 H -1.12 0.29 7.88  C100 1.175
112 H -0.50 0.69 6.25  C100 1.135
113 H -1.40 -2.00 6.97  N101 1.015
114 H 1.10 -0.93 5.94  C102 1.084
115 H 0.75 -2.75 5.98  C102 1.124
116 H 2.02 -2.62 7.72  C103 1.131
117 H 0.54 -2.24 8.52  C103 1.053
118 H 2.54 0.46 9.77  C105 1.050
119 H 2.84 -1.32 9.93  C105 1.098
120 H 1.19 -0.51 10.26  C105 1.111
121 C 5.85 3.16 0.57  O122 1.397, H130 1.104, H131 1.117, H132 1.083
122 O 4.54 3.47 0.96  C121 1.397, C123 1.440
123 C 4.64 4.67 1.75  O122 1.440, C124 1.504, H133 1.101, H134 1.154
124 C 3.41 5.50 1.55  C123 1.504, N125 1.469, H135 1.089, H136 1.076
125 N 3.45 6.47 2.66  C124 1.469, C126 1.465, H137 1.018
126 C 2.56 7.63 2.58  N125 1.465, C127 1.485, H138 1.099, H139 1.110
127 C 1.13 7.39 2.26  C126 1.485, O128 1.488, H140 1.107, H141 1.109
128 O 0.45 8.70 2.38  C127 1.488, C129 1.475
129 C -1.01 8.61 2.17  O128 1.475, H142 1.043, H143 1.066, H144 1.099
130 H 6.53 3.17 1.44  C121 1.104
131 H 6.15 4.00 -0.10  C121 1.117
132 H 5.82 2.22 0.02  C121 1.083
133 H 5.47 5.29 1.38  C123 1.101
134 H 4.93 4.47 2.85  C123 1.154
135 H 2.55 4.84 1.50  C124 1.089
136 H 3.50 6.04 0.63  C124 1.076
137 H 3.51 6.07 3.60  N125 1.018
138 H 2.99 8.32 1.84  C126 1.099
139 H 2.56 8.18 3.54  C126 1.110
140 H 0.63 6.69 2.96  C127 1.107
141 H 0.98 6.94 1.25  C127 1.109
142 H -1.36 9.46 2.67  C129 1.043
143 H -1.32 7.63 2.44  C129 1.066
144 H -1.11 8.76 1.08  C129 1.099
145 C -3.16 3.65 6.22  O146 1.412, H154 1.128, H155 1.173, H156 1.067
146 O -2.67 3.80 4.91  C145 1.412, C147 1.438
147 C -2.29 2.62 4.19  O146 1.438, C148 1.496, H157 1.062, H158 1.133
148 C -2.28 2.97 2.73  C147 1.496, N149 1.492, H159 1.086, H160 1.126
149 N -1.23 3.93 2.30  C148 1.492, C150 1.450, H161 1.031
150 C -1.35 4.55 0.99  N149 1.450, C151 1.556, H162 1.135, H163 1.154
151 C -0.42 3.78 0.01  C150 1.556, O152 1.468, H164 1.083, H165 1.081
152 O -0.85 4.17 -1.34  C151 1.468, C153 1.420
153 C 0.04 3.92 -2.41  O152 1.420, H166 1.121, H167 1.104, H168 1.081
154 H -2.38 3.24 6.92  C145 1.128
155 H -4.05 2.90 6.35  C145 1.173
156 H -3.59 4.54 6.63  C145 1.067
157 H -2.99 1.83 4.32  C147 1.062
158 H -1.26 2.25 4.50  C147 1.133
159 H -3.29 3.26 2.46  C148 1.086
160 H -2.11 2.01 2.16  C148 1.126
161 H -1.23 4.69 3.00  N149 1.031
162 H -1.01 5.62 1.16  C150 1.135
163 H -2.38 4.52 0.47  C150 1.154
164 H -0.53 2.74 0.29  C151 1.083
165 H 0.61 4.04 0.22  C151 1.081
166 H 0.30 2.85 -2.62  C153 1.121
167 H 1.01 4.41 -2.22  C153 1.104
168 H -0.35 4.32 -3.34  C153 1.081
169 C -6.14 -8.30 -3.97  O170 1.414, H178 1.101, H179 1.067, H180 1.022
170 O -5.16 -7.56 -3.26  C169 1.414, C171 1.441
171 C -5.55 -6.57 -2.30  O170 1.441, C172 1.532, H181 1.098, H182 1.156
172 C -4.58 -5.39 -2.38  C171 1.532, N173 1.490, H183 1.100, H184 1.084
173 N -4.85 -4.43 -1.28  C172 1.490, C174 1.450, H185 1.068
174 C -6.05 -3.62 -1.29  N173 1.450, C175 1.493, H186 1.109, H187 1.126
175 C -5.80 -2.57 -2.32  C174 1.493, O176 1.388, H188 1.147, H189 1.101
176 O -6.85 -1.76 -2.73  C175 1.388, C177 1.424
177 C -7.31 -0.68 -1.92  O176 1.424, H190 1.091, H191 1.094, H192 1.065
178 H -6.70 -7.83 -4.80  C169 1.101
179 H -6.86 -8.73 -3.32  C169 1.067
180 H -5.63 -9.02 -4.49  C169 1.022
181 H -5.55 -7.03 -1.30  C171 1.098
182 H -6.63 -6.16 -2.37  C171 1.156
183 H -4.70 -4.93 -3.37  C172 1.100
184 H -3.55 -5.75 -2.33  C172 1.084
185 H -4.74 -4.97 -0.36  N173 1.068
186 H -6.24 -3.20 -0.28  C174 1.109
187 H -6.88 -4.30 -1.64  C174 1.126
188 H -5.48 -3.03 -3.33  C175 1.147
189 H -4.94 -1.95 -2.01  C175 1.101
190 H -6.63 0.16 -2.05  C177 1.091
191 H -7.34 -0.85 -0.84  C177 1.094
192 H -8.28 -0.38 -2.25  C177 1.065
193 C -8.55 -5.75 -8.43  O194 1.449, H202 1.016, H203 1.124, H204 1.055
194 O -7.29 -5.91 -7.74  C193 1.449, C195 1.398
195 C -6.82 -4.74 -7.14  O194 1.398, C196 1.517, H205 1.094, H206 1.086
196 C -5.80 -5.08 -6.07  C195 1.517, N197 1.485, H207 1.120, H208 1.061
197 N -4.71 -5.96 -6.55  C196 1.485, C198 1.457, H209 0.982
198 C -3.57 -6.16 -5.65  N197 1.457, C199 1.491, H210 1.083, H211 1.130
199 C -2.32 -6.42 -6.42  C198 1.491, O200 1.435, H212 1.124, H213 1.119
200 O -1.25 -6.72 -5.51  C199 1.435, C201 1.397
201 C -1.48 -7.78 -4.63  O200 1.397, H214 1.084, H215 1.055, H216 1.076
202 H -8.79 -6.69 -8.74  C193 1.016
203 H -8.45 -5.16 -9.38  C193 1.124
204 H -9.28 -5.34 -7.77  C193 1.055
205 H -7.70 -4.25 -6.72  C195 1.094
206 H -6.40 -4.07 -7.89  C195 1.086
207 H -6.37 -5.56 -5.23  C196 1.120
208 H -5.32 -4.20 -5.71  C196 1.061
209 H -5.06 -6.80 -6.92  N197 0.982
210 H -3.81 -6.85 -4.86  C198 1.083
211 H -3.22 -5.23 -5.11  C198 1.130
212 H -1.96 -5.58 -7.06  C199 1.124
213 H -2.44 -7.26 -7.15  C199 1.119
214 H -2.42 -7.57 -4.14  C201 1.084
215 H -0.69 -7.67 -3.94  C201 1.055
216 H -1.50 -8.72 -5.16  C201 1.076
217 C 2.66 -4.39 -1.83  O218 1.401, H226 1.092, H227 1.099, H228 1.090
218 O 4.01 -4.67 -1.56  C217 1.401, C219 1.452
219 C 4.90 -3.94 -2.45  O218 1.452, C220 1.543, H229 1.063, H230 1.069
220 C 4.98 -2.46 -2.02  C219 1.543, N221 1.431, H231 1.063, H232 1.083
221 N 5.80 -1.66 -2.89  C220 1.431, C222 1.447, H233 1.077
222 C 5.27 -1.30 -4.18  N221 1.447, C223 1.507, H234 1.081, H235 1.126
223 C 6.00 -0.03 -4.55  C222 1.507, O224 1.369, H236 1.107, H237 1.093
224 O 5.70 0.32 -5.84  C223 1.369, C225 1.420
225 C 6.82 0.90 -6.49  O224 1.420, H238 1.143, H239 1.127, H240 1.038
226 H 2.41 -3.33 -1.79  C217 1.092
227 H 2.09 -4.89 -1.03  C217 1.099
228 H 2.31 -4.73 -2.80  C217 1.090
229 H 4.59 -4.16 -3.44  C219 1.063
230 H 5.83 -4.46 -2.32  C219 1.069
231 H 5.32 -2.39 -1.02  C220 1.063
232 H 4.02 -1.97 -2.01  C220 1.083
233 H 6.71 -2.24 -2.95  N221 1.077
234 H 4.23 -1.04 -4.11  C222 1.081
235 H 5.47 -2.05 -5.00  C222 1.126
236 H 7.06 -0.20 -4.29  C223 1.107
237 H 5.66 0.75 -3.86  C223 1.093
238 H 7.56 0.15 -6.93  C225 1.143
239 H 7.35 1.51 -5.71  C225 1.127
240 H 6.45 1.50 -7.26  C225 1.038
241 C 2.42 -2.95 -5.58  O242 1.404, H250 1.092, H251 1.106, H252 1.086
242 O 2.22 -1.77 -6.32  C241 1.404, C243 1.405
243 C 1.06 -1.10 -5.88  O242 1.405, C244 1.528, H253 1.089, H254 1.033
244 C 0.98 0.25 -6.59  C243 1.528, N245 1.472, H255 1.081, H256 1.094
245 N 2.11 1.12 -6.25  C244 1.472, C246 1.438, H257 1.004
246 C 2.09 2.43 -6.85  N245 1.438, C247 1.541, H258 1.025, H259 1.074
247 C 1.69 3.50 -5.82  C246 1.541, O248 1.418, H260 1.081, H261 1.063
248 O 1.63 4.77 -6.44  C247 1.418, C249 1.372
249 C 1.12 5.82 -5.72  O248 1.372, H262 1.060, H263 1.131, H264 1.089
250 H 1.51 -3.54 -5.69  C241 1.092
251 H 2.60 -2.76 -4.51  C241 1.106
252 H 3.25 -3.53 -5.99  C241 1.086
253 H 0.95 -1.05 -4.79  C243 1.089
254 H 0.28 -1.72 -6.14  C243 1.033
255 H 0.03 0.68 -6.30  C244 1.081
256 H 1.01 0.05 -7.67  C244 1.094
257 H 3.01 0.69 -6.39  N245 1.004
258 H 1.43 2.44 -7.64  C246 1.025
259 H 3.02 2.81 -7.22  C246 1.074
260 H 2.47 3.45 -5.07  C247 1.081
261 H 0.73 3.33 -5.41  C247 1.063
262 H 1.36 6.70 -6.25  C249 1.060
263 H 1.62 5.79 -4.71  C249 1.131
264 H 0.05 5.73 -5.54  C249 1.089
265 C -6.66 1.96 -4.51  O266 1.447, H274 1.091, H275 1.092, H276 1.081
266 O -5.78 2.04 -3.36  C265 1.447, C267 1.418
267 C -5.17 3.32 -3.50  O266 1.418, C268 1.553, H277 1.085, H278 1.103
268 C -4.00 3.27 -2.47  C267 1.553, N269 1.427, H279 1.102, H280 1.109
269 N -3.19 2.12 -2.71  C268 1.427, C270 1.483, H281 1.016
270 C -3.48 0.93 -1.87  N269 1.483, C271 1.473, H282 1.100, H283 1.131
271 C -2.34 0.01 -1.76  C270 1.473, O272 1.411, H284 1.124, H285 1.085
272 O -1.22 0.72 -1.29  C271 1.411, C273 1.382
273 C -0.04 -0.01 -1.26  O272 1.382, H286 1.120, H287 1.098, H288 1.106
274 H -7.30 2.83 -4.67  C265 1.091
275 H -7.33 1.12 -4.34  C265 1.092
276 H -6.08 1.78 -5.40  C265 1.081
277 H -5.82 4.11 -3.16  C267 1.085
278 H -5.00 3.44 -4.59  C267 1.103
279 H -4.47 3.21 -1.48  C268 1.102
280 H -3.45 4.23 -2.47  C268 1.109
281 H -2.28 2.43 -2.38  N269 1.016
282 H -4.36 0.37 -2.20  C270 1.100
283 H -3.67 1.33 -0.83  C270 1.131
284 H -2.10 -0.47 -2.75  C271 1.124
285 H -2.45 -0.83 -1.08  C271 1.085
286 H 0.52 -0.08 -2.23  C273 1.120
287 H -0.25 -1.04 -0.97  C273 1.098
288 H 0.66 0.39 -0.51  C273 1.106
289 C -6.81 2.36 3.51  O290 1.427, H298 1.116, H299 1.109, H300 1.074
290 O -5.81 1.37 3.30  C289 1.427, C291 1.413
291 C -5.50 1.18 1.94  O290 1.413, C292 1.534, H301 1.138, H302 1.115
292 C -4.46 0.05 1.86  C291 1.534, N293 1.406, H303 1.121, H304 1.120
293 N -4.98 -1.25 2.00  C292 1.406, C294 1.498, H305 1.023
294 C -4.03 -2.37 1.70  N293 1.498, C295 1.518, H306 1.102, H307 1.123
295 C -4.74 -3.67 2.04  C294 1.518, O296 1.396, H308 1.063, H309 1.095
296 O -5.02 -3.90 3.38  C295 1.396, C297 1.427
297 C -4.03 -4.70 4.04  O296 1.427, H310 1.108, H311 1.114, H312 1.086
298 H -7.10 2.32 4.59  C289 1.116
299 H -7.67 2.29 2.82  C289 1.109
300 H -6.35 3.33 3.41  C289 1.074
301 H -4.90 2.07 1.56  C291 1.138
302 H -6.34 0.99 1.24  C291 1.115
303 H -3.71 0.37 2.62  C292 1.121
304 H -3.91 0.16 0.89  C292 1.120
305 H -5.46 -1.46 2.88  N293 1.023
306 H -3.08 -2.40 2.25  C294 1.102
307 H -3.73 -2.23 0.62  C294 1.123
308 H -4.07 -4.43 1.72  C295 1.063
309 H -5.64 -3.77 1.41  C295 1.095
310 H -2.99 -4.49 3.74  C297 1.108
311 H -4.29 -5.78 3.94  C297 1.114
312 H -4.20 -4.35 5.05  C297 1.086
313 C -1.16 -3.75 -1.76  O314 1.446, H322 1.087, H323 1.141, H324 1.107
314 O -0.32 -3.33 -0.65  C313 1.446, C315 1.439
315 C -0.78 -3.95 0.57  O314 1.439, C316 1.518, H325 1.074, H326 1.090
316 C 0.16 -3.61 1.71  C315 1.518, N317 1.482, H327 1.035, H328 1.050
317 N 0.09 -2.16 2.01  C316 1.482, C318 1.451, H329 1.018
318 C 1.10 -1.83 2.99  N317 1.451, C319 1.511, H330 1.125, H331 1.113
319 C 0.95 -0.37 3.37  C318 1.511, O320 1.388, H332 1.091, H333 1.147
320 O 1.01 0.36 2.19  C319 1.388, C321 1.431
321 C 1.33 1.73 2.46  O320 1.431, H334 1.058, H335 1.085, H336 1.080
322 H -0.97 -3.16 -2.65  C313 1.087
323 H -2.27 -3.58 -1.59  C313 1.141
324 H -1.08 -4.84 -1.93  C313 1.107
325 H -0.88 -5.00 0.37  C315 1.074
326 H -1.72 -3.47 0.86  C315 1.090
327 H 1.10 -3.94 1.42  C316 1.035
328 H -0.22 -4.16 2.52  C316 1.050
329 H 0.36 -1.63 1.18  N317 1.018
330 H 2.13 -2.06 2.59  C318 1.125
331 H 0.96 -2.45 3.90  C318 1.113
332 H 1.76 -0.01 4.01  C319 1.091
333 H -0.11 -0.23 3.79  C319 1.147
334 H 2.18 1.74 3.09  C321 1.058
335 H 0.60 2.25 3.07  C321 1.085
336 H 1.44 2.27 1.54  C321 1.080